(1)
{"formula": "C8H14FNS", "method": "wB97M-V/def2-TZVPD", "orbital_gap_ev": 7.55, "total_charge": 0, "spin_multiplicity": 1, "e_above_lowest_kcal_mol": 0.00, "symbols": ["C", "C", "C", "C", "C", "C", "C", "C", "N", "F", "S", "H", "H", "H", "H", "H", "H", "H", "H", "H", "H", "H", "H", "H", "H"], "positions_angstrom": [[1.283033, 1.235690, 0.255644], [0.178959, -0.807365, 0.302413], [-0.059351, 1.901471, 0.550356], [0.301955, 3.404130, 0.315574], [0.096623, -3.185437, -0.627724], [2.187898, -2.236486, 0.547205], [-2.355024, 2.088545, -0.257485], [0.592544, -2.196350, 0.427496], [-1.103774, 1.384031, -0.284573], [2.038115, 1.109094, 1.361846], [-1.267406, -0.367074, -0.193802], [-0.279137, 1.835898, 1.642566], [0.513788, 3.543173, -0.790407], [1.223672, 3.442407, 0.868232], [-0.508642, 4.120389, 0.652613], [-0.977279, -3.493711, -0.495744], [0.796761, -4.069661, -0.555623], [0.334290, -2.770055, -1.476617], [2.668564, -1.322604, 0.091259], [2.557725, -3.179384, 0.288707], [2.565798, -2.152811, 1.549002], [-2.583658, 2.744320, -1.134114], [-3.208429, 1.437672, -0.550574], [-2.425397, 2.507146, 0.713519], [0.256289, -2.581210, 1.407926]], "forces_ev_per_angstrom": [[-0.4895, -1.7336, -1.0879], [-0.5020, 1.5872, 0.0082], [0.8904, 0.5710, 1.3788], [-1.2147, -0.5383, -1.5566], [-0.3235, -2.9572, 4.6896], [-0.8486, 2.3043, 0.1194], [-1.2595, -0.7436, -2.0468], [1.9997, -1.0745, 1.4286], [0.2904, -1.2698, -0.9005], [-0.5561, 0.5063, 0.2906], [0.2634, 1.2903, -0.1553], [-0.3046, -0.2147, -0.2266], [-0.1856, 0.0114, 1.3313], [0.3295, 1.0460, 0.2925], [1.1373, -0.8538, -0.2147], [1.1122, 0.4096, -0.3648], [-1.1933, 0.5246, 0.0228], [0.5292, 2.0490, -5.1365], [-0.5169, -1.3709, -0.3039], [0.7143, -1.2502, -1.2552], [-0.4947, 0.2447, 1.0092], [1.2888, 0.5839, 0.8997], [0.4563, -0.4374, 1.2024], [-0.9761, 0.8784, 0.7396], [-0.1463, 0.4372, -0.1639]]}

(2)
{"formula": "C27H43BrCrN2P2", "method": "wB97M-V/def2-TZVPD", "orbital_gap_ev": [7.53, 3.64], "s_squared": 6.303, "total_charge": 2, "spin_multiplicity": 5, "e_above_lowest_kcal_mol": 5.37, "symbols": ["N", "C", "C", "C", "C", "C", "C", "Cr", "P", "C", "C", "C", "C", "C", "C", "C", "Br", "H", "H", "H", "H", "H", "H", "H", "H", "H", "H", "P", "C", "C", "H", "H", "H", "H", "H", "C", "C", "H", "H", "H", "H", "H", "C", "C", "H", "H", "H", "H", "H", "C", "C", "H", "H", "H", "H", "H", "C", "C", "H", "H", "H", "H", "H", "C", "C", "H", "H", "H", "H", "H", "C", "C", "N", "H", "H", "H"], "positions_angstrom": [[8.067764, -1.437909, 4.241488], [7.232700, -0.880482, 5.128292], [5.964493, -0.455836, 4.692330], [5.541866, -0.638197, 3.332748], [6.474621, -1.306879, 2.514136], [7.740925, -1.681715, 2.995919], [4.199057, -0.194490, 2.873834], [0.154511, 0.615395, 0.388246], [-4.183377, -1.744540, -1.021825], [3.688134, -0.411630, 1.611714], [2.298912, -0.405383, 1.361727], [1.655442, -1.443684, 0.646437], [0.464472, -2.075723, 1.215904], [-0.291753, -1.447231, 2.236576], [0.098495, -0.078954, 2.479522], [1.393066, 0.467928, 2.056259], [-1.323647, -2.432176, 3.485496], [3.567316, 0.239362, 3.677234], [4.374119, -0.855621, 0.902146], [5.343155, 0.016308, 5.471756], [6.202022, -1.539015, 1.506700], [7.620999, -0.751893, 6.163467], [8.450655, -2.139193, 2.308943], [2.411989, -1.884514, -0.009675], [1.848688, 1.383916, 2.456035], [0.309355, -3.113692, 1.000812], [-0.379385, 0.330386, 3.353107], [0.045309, 1.510364, -1.741208], [-4.441687, -2.501026, 0.644057], [-5.319229, -3.804038, 0.587815], [-4.977099, -1.744854, 1.266885], [-3.444360, -2.625128, 1.123088], [-5.507955, -4.177975, 1.607699], [-6.298839, -3.586225, 0.115661], [-4.832733, -4.630193, 0.039443], [-2.971386, -2.574353, -2.100883], [-3.733058, -3.198279, -3.319650], [-2.489531, -3.372529, -1.492120], [-2.165512, -1.874707, -2.408205], [-3.073745, -3.876259, -3.883685], [-4.614352, -3.771260, -2.974466], [-4.085327, -2.425213, -4.025011], [-4.346511, 0.054278, -1.132260], [-5.857104, 0.315380, -1.444615], [-3.677552, 0.432324, -1.932041], [-4.005990, 0.496883, -0.182496], [-6.001977, 1.302714, -1.893507], [-6.251554, -0.441714, -2.139295], [-6.461996, 0.278452, -0.527775], [-0.837506, 2.931415, -2.505947], [-0.088638, 3.942706, -3.390699], [-1.285350, 3.459013, -1.655859], [-1.682650, 2.543227, -3.095970], [0.506281, 4.669166, -2.823990], [0.563289, 3.452743, -4.121633], [-0.783812, 4.558441, -3.982101], [-0.331420, 0.079341, -2.811214], [0.820022, -0.889728, -3.054978], [-0.774514, 0.428749, -3.760051], [-1.135557, -0.430078, -2.253829], [1.662773, -0.379898, -3.532114], [1.184265, -1.356893, -2.129925], [0.488105, -1.705171, -3.709903], [1.818644, 1.913263, -1.746345], [2.158128, 3.016701, -0.735150], [2.188157, 2.166941, -2.749944], [2.337741, 0.992366, -1.445242], [2.944628, 2.699821, -0.037369], [2.508970, 3.931532, -1.228965], [1.303903, 3.297375, -0.099721], [-1.360963, 4.589138, 1.765588], [-1.257490, 3.228619, 1.246735], [-1.238612, 2.101521, 0.885352], [-2.281409, 5.092704, 1.397858], [-0.470665, 5.180734, 1.440343], [-1.368728, 4.565071, 2.878314]], "forces_ev_per_angstrom": [[1.2649, -0.3474, 1.2691], [-0.3935, 0.0076, -1.4563], [-0.2236, 0.2067, 0.3420], [1.1776, -0.1574, 1.0084], [-0.3050, 0.3034, 0.4332], [-1.7278, 0.7950, -0.3258], [-0.4601, -0.2052, -0.6035], [-0.8805, -0.7905, 2.2887], [0.2906, -0.5170, 0.5913], [2.5126, 0.3546, 1.5271], [-3.1845, 0.4397, 0.7094], [0.7547, 0.7099, 0.3827], [-0.5479, 0.7142, 0.5194], [2.9578, 0.2198, -1.6817], [-0.4959, -0.2026, 0.4274], [0.9670, -0.4751, 0.1675], [-0.0269, 0.3732, -0.6454], [0.3163, -0.3954, -0.6672], [-0.1860, -0.1331, -0.2429], [-0.0100, -0.1639, -0.7486], [0.0596, -0.1098, -0.5252], [-0.5491, -0.0660, -0.9214], [0.0535, -0.0056, 0.3732], [-0.9888, -0.9481, -0.0084], [-0.6401, -0.4502, 0.3620], [-0.1950, -0.3552, -0.3039], [-0.1363, 0.7143, -0.0766], [0.5030, 0.0661, -1.1597], [-0.4218, 0.1737, 0.2666], [0.2004, 0.1265, -0.1189], [0.3586, -0.3487, -0.5724], [-0.4913, -0.1656, -0.3470], [0.1375, 0.3177, -0.3721], [0.5940, -0.1352, 0.2738], [-0.1507, 0.4731, 0.1353], [0.1547, -0.4766, -0.1148], [0.0233, 0.0552, -0.0294], [-0.3620, 0.4469, -0.3060], [-0.6978, -0.4383, 0.1393], [-0.1918, 0.2496, 0.3122], [0.4823, 0.2126, -0.2042], [0.1445, -0.2550, 0.3957], [-0.0876, 0.1024, -0.2109], [0.0532, 0.1593, 0.1772], [-0.3928, -0.3184, 0.3188], [-0.2128, -0.0526, -0.2622], [0.1077, -0.1719, 0.0927], [0.1100, 0.3503, 0.1437], [0.2184, -0.0590, -0.2520], [-0.6051, 0.5721, 0.2566], [0.3225, 0.1587, -0.2630], [-0.1003, 0.0727, -0.1892], [0.2215, -0.1828, 0.3329], [0.0064, -0.3924, 0.0380], [-0.0345, 0.0380, 0.1577], [-0.0143, -0.3760, 0.3008], [-0.2835, -0.0658, -0.5284], [0.1223, -0.2763, -0.0773], [0.2714, -0.1564, 0.2319], [0.2558, 0.2317, -0.2998], [-0.1310, -0.1709, 0.0034], [-0.1137, 0.2276, -0.1406], [0.1481, 0.2020, 0.0678], [0.6771, -0.1540, -0.7509], [0.1052, 0.4827, 0.3913], [-0.0448, -0.0397, 0.2286], [-0.1431, 0.0888, -0.2124], [-0.1293, 0.0357, -0.2749], [-0.1387, -0.2519, 0.1091], [0.0980, -0.0172, -0.1972], [0.2827, 0.6178, 0.2157], [-0.4747, -3.3547, -0.8321], [0.3612, 3.8126, 1.3071], [0.5864, -0.4303, 0.1904], [-0.6808, -0.4605, 0.1835], [-0.0477, -0.0397, -0.7492]]}

Which formula does entry 1 have?
C8H14FNS

Number 2 is which compound?
C27H43BrCrN2P2